Record 1
Density functional theory data (ωB97M-V/def2-TZVPD) for C49H56BiBrIN4O2PSSe2Te as an isolated structure at a distorted geometry.

**HOMO**: -6.90 eV
**Calculated total energy**: -303872.440 eV
**Largest force on an atom**: 0.024 hartree/bohr
**Orbital gap**: 6.75 eV
**E_LUMO**: -0.150 eV
**Energy above the lowest of the compared OMol25 structures with the same formula, charge and spin**: 31.7 kcal/mol

```
119
Properties=species:S:1:pos:R:3:forces:R:3:lowdin_charge:R:1
Bi -0.282513 -0.120690 -0.017579 -0.403 0.355 0.626 0.9142
Se 0.808273 -0.511626 2.426572 0.094 0.030 0.115 0.2150
P 1.948336 -2.391608 1.897791 -0.105 -0.119 0.031 0.6817
Se 1.671418 -0.889316 -1.529244 0.405 -0.105 -0.285 -0.0037
C 2.546690 -2.866113 3.579219 0.072 0.063 -0.108 -0.4657
C 3.903241 -3.140033 3.726433 -0.018 0.055 0.026 -0.1138
C 4.405805 -3.585644 4.945496 -0.013 0.009 -0.009 -0.0900
C 3.551246 -3.758247 6.022532 -0.013 0.026 -0.021 -0.0917
C 2.194780 -3.475814 5.884835 0.008 0.000 -0.003 -0.0821
C 1.695169 -3.033004 4.670952 0.048 0.024 0.082 -0.1140
C 0.652331 -3.709692 1.786250 0.073 -0.070 0.002 -0.4447
C 1.136738 -4.998418 1.532610 -0.039 0.101 -0.020 -0.1111
C 0.280021 -6.088203 1.530349 -0.028 -0.003 0.039 -0.0966
C -1.078719 -5.905967 1.773863 -0.034 0.061 -0.045 -0.1008
C -1.572730 -4.626756 1.986270 0.029 -0.040 -0.074 -0.0802
C -0.709387 -3.534387 1.987539 -0.068 -0.003 0.007 -0.1357
H 4.568627 -2.993498 2.882295 -0.014 -0.039 0.029 0.0951
H 5.463334 -3.796241 5.051667 -0.034 0.012 -0.015 0.1009
H 3.938652 -4.104461 6.973419 -0.016 0.003 -0.036 0.1004
H 1.528413 -3.607003 6.729544 0.015 0.016 -0.035 0.1017
H 0.639746 -2.804552 4.570602 0.010 -0.057 -0.034 0.0920
H 2.200785 -5.138300 1.361052 -0.057 -0.050 0.004 0.1019
H 0.666776 -7.086862 1.360712 0.026 0.042 -0.002 0.1000
H -1.748551 -6.758173 1.800841 0.034 0.026 -0.038 0.1003
H -2.633473 -4.477049 2.159728 0.045 0.027 0.003 0.1012
H -1.100178 -2.539716 2.165445 0.008 -0.028 0.032 0.0282
C 1.989970 7.120335 3.187861 -0.012 -0.021 0.044 -0.0451
C 1.575319 5.822721 3.901753 0.079 0.059 -0.035 -0.5593
C 0.341613 6.118886 4.754927 0.004 -0.027 -0.029 -0.0713
C 2.709684 5.374042 4.835357 -0.036 -0.016 -0.011 -0.0466
C 1.306381 4.745483 2.853368 0.023 0.020 -0.016 -0.1741
C 0.060619 4.186502 2.653738 -0.007 0.026 0.019 -0.0875
C -0.102268 3.242295 1.653354 -0.078 -0.067 -0.099 -0.5462
Br -1.866559 2.553179 1.405180 0.088 -0.024 0.003 0.8174
C 0.914395 2.776833 0.812238 -0.145 0.000 0.021 -0.3987
O 0.647991 1.896415 -0.172874 -0.036 0.164 0.405 -0.5532
C 2.203472 3.340950 1.029634 0.017 0.034 0.050 -0.0704
C 2.337681 4.303850 2.021831 0.019 -0.013 0.008 0.0221
C 3.440465 2.892081 0.243310 -0.026 -0.083 -0.031 -0.5245
C 3.720327 1.424334 0.598959 -0.012 -0.008 -0.046 -0.0603
C 3.221625 3.069380 -1.265412 0.018 0.000 0.037 -0.0400
C 4.694570 3.695456 0.606865 -0.019 -0.022 -0.004 -0.0740
H 2.175933 7.912497 3.919836 -0.001 -0.038 -0.048 0.0839
H 1.199343 7.452405 2.510587 0.041 0.005 0.021 0.0903
H 2.900324 6.977505 2.601942 -0.038 0.013 0.016 0.0790
H 0.593415 6.875927 5.500672 -0.029 -0.017 -0.010 0.0838
H -0.002644 5.225595 5.283096 -0.003 0.051 -0.017 0.0875
H -0.480615 6.507619 4.148481 0.019 -0.028 0.045 0.0852
H 2.894976 6.139569 5.594233 0.003 -0.038 -0.027 0.0834
H 3.640379 5.210638 4.288661 -0.037 -0.004 0.032 0.0764
H 2.444558 4.441499 5.340173 0.030 0.042 -0.010 0.0912
H -0.796082 4.476962 3.247073 0.038 -0.039 -0.045 0.0900
H 3.315643 4.742573 2.166628 -0.067 -0.034 0.005 0.0901
H 2.870319 0.789135 0.363348 0.037 0.018 0.005 -0.0186
H 3.928259 1.330114 1.668855 0.022 -0.003 -0.050 0.0900
H 4.583091 1.052612 0.035424 -0.045 0.042 0.042 0.0907
H 2.362181 2.511946 -1.617522 -0.061 -0.047 -0.026 0.0082
H 4.101615 2.716510 -1.811891 -0.030 0.048 0.026 0.0886
H 3.064920 4.126194 -1.501075 0.032 -0.040 -0.018 0.0939
H 4.982798 3.557333 1.652524 -0.011 0.047 -0.048 0.0842
H 4.568661 4.762659 0.403737 0.028 -0.039 0.034 0.0874
H 5.520343 3.335663 -0.011014 -0.017 0.012 0.023 0.0859
O -1.205153 3.337911 -2.190541 -0.444 0.151 0.186 -0.1494
C -2.574238 3.632547 -1.994816 0.228 -0.065 0.131 -0.2170
C -3.476822 2.429026 -1.763780 0.305 0.030 -0.166 -0.2941
C -4.851399 2.612750 -1.623781 0.003 0.128 0.003 -0.0273
C -5.663218 1.504816 -1.484450 -0.041 0.001 0.000 -0.0656
C -5.080921 0.244098 -1.505560 0.066 -0.054 -0.012 -0.0691
C -3.705152 0.158491 -1.643978 -0.090 0.194 -0.011 -0.1669
N -2.908829 1.228940 -1.756015 -0.362 -0.092 0.111 0.0640
H -0.809571 3.057609 -1.348204 -0.029 -0.105 -0.117 0.0191
H -2.913625 4.133924 -2.903282 0.009 0.042 -0.011 0.1265
H -2.708971 4.332864 -1.163314 -0.030 0.043 0.000 0.1119
H -5.266307 3.616297 -1.636058 0.026 -0.089 0.013 0.1178
H -6.736128 1.617132 -1.377440 0.052 -0.002 0.005 0.1072
H -5.683131 -0.652940 -1.422948 0.037 0.033 -0.004 0.1013
H -3.208302 -0.804706 -1.695700 0.032 -0.057 0.073 0.0364
I -6.239334 -2.624322 3.077299 0.137 0.083 -0.011 0.8292
C -4.477431 -1.562895 2.872799 -0.159 -0.123 -0.085 -0.7776
C -3.755485 -0.935547 3.859422 0.094 0.021 0.004 -0.1427
N -2.685646 -0.394238 3.242475 -0.092 -0.078 0.053 -0.0273
N -2.663820 -0.633340 1.929796 -0.239 -0.177 -0.115 -0.0592
C -3.754248 -1.343631 1.685926 0.020 -0.007 0.036 -0.2168
H -3.925148 -0.847357 4.920505 0.035 0.018 -0.074 0.1190
H -1.906621 0.095049 3.651476 0.071 0.033 0.027 0.1073
H -3.980341 -1.680512 0.684589 0.043 0.049 0.066 0.0909
C -0.024067 -1.210643 -9.083971 -0.027 0.018 0.086 -0.0537
C 0.061901 -0.860013 -7.620388 -0.011 -0.012 -0.024 -0.2720
C 1.139677 -1.250666 -6.841654 -0.012 -0.011 0.009 -0.0219
C 1.255106 -0.898796 -5.497371 0.045 0.025 0.114 -0.2986
C 2.486388 -1.337678 -4.750853 -0.093 0.067 -0.047 -0.1143
C 0.237046 -0.140003 -4.904284 -0.146 -0.001 -0.090 -0.4241
Te 0.349583 0.763303 -2.958157 0.764 -0.219 -0.972 1.0777
C -0.867318 0.261917 -5.677358 -0.068 -0.015 0.071 -0.3163
C -1.970061 1.118325 -5.104019 0.221 -0.047 0.023 -0.0924
C -0.935139 -0.105612 -7.015961 0.032 -0.005 -0.006 -0.0244
H 0.796439 -1.862121 -9.385824 -0.027 0.021 0.011 0.0713
H 0.015866 -0.306596 -9.696229 0.006 -0.046 -0.008 0.0805
H -0.965536 -1.717171 -9.308557 0.043 0.009 -0.010 0.0784
H 1.937021 -1.834696 -7.292818 -0.041 0.020 0.022 0.1118
H 3.212212 -1.780066 -5.433584 -0.012 0.041 0.010 0.0749
H 2.238163 -2.074387 -3.987573 0.018 -0.035 0.001 0.0294
H 2.952531 -0.492173 -4.240500 0.036 -0.006 -0.002 0.0532
H -2.265327 0.755655 -4.120115 -0.072 0.023 0.036 0.0282
H -2.844920 1.117193 -5.753556 0.032 0.037 -0.018 0.0798
H -1.629260 2.153341 -4.979088 -0.079 -0.048 0.011 0.0845
H -1.786056 0.220699 -7.608337 0.021 -0.014 0.054 0.1177
S -1.319834 -2.818512 -1.770426 -0.094 -0.220 -0.139 0.5803
C -1.971736 -4.357744 -1.664818 -0.020 0.215 0.114 -0.7607
N -1.162249 -5.436123 -1.892188 -0.263 -0.118 0.057 0.0577
C -1.569311 -6.729759 -1.843427 0.124 0.026 -0.007 -0.0821
C -2.856700 -7.034380 -1.555378 -0.129 -0.075 0.040 -0.0737
C -3.755500 -5.969444 -1.307006 0.049 0.141 -0.018 -0.0517
C -3.329539 -4.675475 -1.363429 0.019 -0.143 0.033 -0.0862
H -0.198228 -5.210170 -2.089590 0.091 0.011 0.001 0.1397
H -0.816497 -7.478091 -2.046286 0.026 0.056 0.005 0.1290
H -3.181591 -8.063483 -1.520803 0.042 0.019 -0.003 0.1053
H -4.791314 -6.188755 -1.074942 0.043 0.027 -0.010 0.1134
H -3.999440 -3.846165 -1.188984 -0.001 -0.025 0.015 0.0990
```
Positions in Å, forces in eV/Å.

***

Record 2
Density functional theory data (ωB97M-V/def2-TZVPD) for one molecule with the formula C12F8 at a distorted geometry.

**HOMO**: -9.06 eV
**Calculated total energy**: -34179.970 eV
**Largest force on an atom**: 0.125 hartree/bohr
**Orbital gap**: 7.07 eV
**SMILES string**: FC1=C(F)c2c(F)c(F)c(F)c3c(F)c(F)c(F)c1c23
**E_LUMO**: -1.990 eV
**Energy above the lowest of the compared OMol25 structures with the same formula, charge and spin**: 36.6 kcal/mol

```
20
Properties=species:S:1:pos:R:3:forces:R:3:lowdin_charge:R:1
F -2.473556 0.605462 2.574173 -1.526 -0.343 1.830 0.1707
F -3.087667 2.254227 0.519522 2.649 -1.964 -0.859 0.0170
F 1.696456 -3.013346 2.065846 -1.482 2.412 -1.274 0.0608
F 1.318937 1.785205 -3.405818 -1.255 -1.148 2.019 0.0587
F -0.713778 -2.161204 2.872434 0.323 0.433 0.700 0.1579
F -1.018473 2.938956 -2.102597 1.093 -1.854 -0.177 0.1022
F 2.643764 -2.049337 -0.281765 -1.082 0.101 0.741 0.1226
F 2.621438 -0.344825 -2.134002 -1.745 0.440 -0.207 0.1079
C -1.928100 0.357613 1.440254 0.618 2.196 -2.452 -0.1756
C -2.041237 1.268188 0.379627 -3.179 1.099 2.713 -0.0369
C 1.029009 -1.918912 1.423620 5.042 -3.954 -0.377 -0.0662
C 0.710919 1.156157 -2.309976 1.336 0.069 -0.860 -0.0246
C -0.092029 -1.439356 1.946436 -4.201 0.254 0.680 -0.1535
C -0.452966 1.754271 -1.707031 -0.231 0.087 0.862 -0.0655
C 1.508251 -1.509376 0.217440 1.371 0.402 -1.144 -0.0711
C 1.362594 0.000053 -1.739112 0.614 3.350 -1.835 -0.0879
C -0.764733 -0.467091 1.274210 -0.049 1.834 -1.434 0.0115
C -0.956595 1.165151 -0.542297 0.371 -0.700 -0.023 -0.0112
C 0.877463 -0.460323 -0.543386 0.609 -2.279 1.695 -0.0410
C -0.239697 0.078488 0.052420 0.725 -0.433 -0.596 -0.0758
```
Positions in Å, forces in eV/Å.

***

Record 3
Density functional theory data (ωB97M-V/def2-TZVPD) for one molecule with the formula C10H28O4Si3 at a distorted geometry.

**HOMO**: -9.77 eV
**Calculated total energy**: -42655.942 eV
**Largest force on an atom**: 0.068 hartree/bohr
**Orbital gap**: 10.53 eV
**SMILES string**: CCO[Si](OCC)(O[Si](C)(C)C)O[Si](C)(C)C
**E_LUMO**: 0.767 eV
**Energy above the lowest of the compared OMol25 structures with the same formula, charge and spin**: 8.9 kcal/mol

```
45
Properties=species:S:1:pos:R:3:forces:R:3:lowdin_charge:R:1
O -1.255871 0.537384 -1.338750 0.831 -0.687 0.385 -0.1405
O -2.290712 0.152766 1.038474 0.272 -0.467 -1.093 -0.1318
O 0.060319 -1.127972 0.539284 -0.877 1.596 -0.820 -0.2292
O 0.065123 1.451198 0.870148 -0.291 0.023 -0.565 -0.1954
C -2.527143 1.911144 -2.940024 0.937 -1.862 0.776 -0.0517
C -2.058129 -1.283827 2.971902 0.054 -1.687 1.440 -0.0816
C -2.058521 1.661137 -1.503323 -0.212 3.481 -0.286 -0.3201
C -2.364459 0.061339 2.448608 1.062 2.156 0.221 -0.2924
C -1.074093 -3.366560 -0.703077 0.609 1.918 -0.254 -0.1469
C 1.971190 -3.423709 -0.073237 0.950 2.117 -1.432 -0.1615
C 0.873789 -1.529753 -2.246039 1.136 -1.322 0.355 -0.1522
C 2.031508 2.258716 -1.075465 0.173 0.670 0.635 -0.1381
C 1.846721 3.347131 1.887408 0.027 0.605 -0.997 -0.1481
C 2.690843 0.406485 1.158136 -0.048 1.684 0.448 -0.1459
Si -0.875013 0.267771 0.238928 1.537 -1.040 1.268 0.1348
Si 0.505283 -2.289490 -0.535768 -0.324 -1.781 -0.884 0.3923
Si 1.683466 1.908571 0.707538 -0.753 -0.829 0.539 0.4030
H -3.098202 2.778946 -3.053332 -0.609 1.632 0.144 0.0556
H -3.185782 1.119571 -3.213579 -0.491 -0.866 -0.388 0.0659
H -1.708682 1.902366 -3.643537 0.372 0.149 -0.130 0.0769
H -1.938608 -1.413484 4.092788 -0.323 0.726 -1.195 0.1055
H -2.797825 -2.021116 2.670583 -0.302 0.005 -0.090 0.0796
H -1.136894 -1.634120 2.551714 0.658 -0.116 -0.222 0.0495
H -2.881261 1.604570 -0.826411 -1.077 -0.283 0.222 0.0942
H -1.587091 2.653086 -1.145700 0.163 -1.486 -0.460 0.1410
H -1.603656 0.819134 2.790730 -0.871 -0.624 0.403 0.1264
H -3.359502 0.411914 2.658503 -0.363 0.102 0.608 0.1136
H -0.979673 -4.149760 -1.444721 -0.229 -0.077 -0.163 0.0229
H -1.437267 -3.735845 0.240961 -0.040 -0.288 0.368 0.0169
H -1.768733 -2.543557 -1.013135 0.048 -0.963 -0.119 0.0388
H 2.952953 -2.863743 -0.104950 -0.962 -0.382 0.440 0.0421
H 2.090801 -4.076274 -0.940267 -0.326 -0.324 0.031 0.0270
H 1.895376 -3.990334 0.815519 -0.124 -0.567 0.942 0.0057
H 1.931361 -1.173209 -2.291534 -0.860 0.235 0.046 0.0432
H 0.848148 -2.345528 -3.001288 -0.163 0.341 0.417 0.0420
H 0.129491 -0.798235 -2.503481 0.015 0.466 -0.221 0.0015
H 3.047815 2.025512 -1.380270 0.145 0.141 0.060 0.0411
H 1.370267 1.624977 -1.622879 -0.586 -0.360 -0.699 0.0106
H 1.799368 3.307158 -1.248933 0.018 0.066 -0.477 0.0355
H 2.350227 3.067963 2.796807 0.461 0.027 0.307 0.0210
H 2.362445 4.179677 1.355431 -0.113 -0.451 0.651 0.0414
H 0.860551 3.713999 2.177240 -0.048 -0.056 -0.137 0.0316
H 2.491920 0.205830 2.195191 -0.384 -0.728 0.425 0.0349
H 3.719660 0.762129 1.174817 0.376 -0.498 -0.582 0.0393
H 2.408490 -0.373961 0.468991 0.529 -0.394 0.082 0.0020
```
Positions in Å, forces in eV/Å.

***

Record 4
Density functional theory data (ωB97M-V/def2-TZVPD) for a 2-piece molecular cluster, C5H16N2O overall at a distorted geometry.

**HOMO**: -8.80 eV
**Calculated total energy**: -10471.415 eV
**Largest force on an atom**: 0.041 hartree/bohr
**Orbital gap**: 9.80 eV
**SMILES string**: CCNCCNC.O
**E_LUMO**: 1.009 eV
**Energy above the lowest of the compared OMol25 structures with the same formula, charge and spin**: 25.5 kcal/mol

```
24
Properties=species:S:1:pos:R:3:forces:R:3:lowdin_charge:R:1
C -0.907104 -0.725878 -2.698134 -0.037 -0.974 1.881 -0.0816
C -1.289522 0.362609 -1.682081 -1.441 0.505 -1.354 -0.3089
N -0.460744 0.401154 -0.509380 0.716 -0.521 0.682 -0.0995
C -0.856902 1.291675 0.586646 -0.193 -0.073 -0.421 -0.2225
C 0.071693 1.141669 1.796872 -0.316 0.879 -0.607 -0.2457
N 0.019009 -0.170554 2.416942 0.662 -0.077 -0.284 -0.1238
C 1.219263 -1.001851 2.209562 -0.799 -0.210 1.522 -0.1244
H -1.238905 -0.502980 -3.702042 0.239 0.072 -0.178 0.0690
H 0.144324 -0.984415 -2.569691 0.221 0.507 -0.743 0.0486
H -1.365099 -1.668578 -2.369880 -0.306 0.080 -0.292 0.0711
H -1.304587 1.297041 -2.251352 0.700 0.400 0.454 0.1068
H -2.372507 0.283938 -1.462776 0.157 -0.345 0.333 0.1089
H -0.423595 -0.532817 -0.108720 0.061 -0.127 -0.252 0.1020
H -0.793434 2.297350 0.169459 -0.144 0.210 0.329 0.1162
H -1.895481 1.100127 0.908605 0.003 0.117 -0.119 0.1159
H -0.196997 1.908980 2.531683 -0.080 -0.008 -0.068 0.1047
H 1.057207 1.438112 1.418097 0.216 -0.515 0.336 0.1149
H -0.787355 -0.669423 2.060498 0.001 -0.029 0.147 0.0891
H 2.048077 -0.672731 2.834066 0.176 0.759 -0.335 0.0724
H 1.503448 -1.092031 1.167491 0.245 -0.430 -0.101 0.0480
H 1.002596 -1.930108 2.760493 -0.031 -0.290 -0.964 0.0811
H 3.081031 -0.581737 -1.165508 -0.448 0.066 -0.008 0.0448
H 1.583663 -0.126270 -1.063067 -0.227 0.476 0.158 -0.0084
O 2.161911 -0.863290 -1.277791 0.624 -0.470 -0.115 -0.0785
```
Positions in Å, forces in eV/Å.